# 1
{"formula": "C10H20N2PSYb", "method": "wB97M-V/def2-TZVPD", "homo_ev": [-5.02, -4.97], "de_lowest_kj_mol": 0.0, "spin_multiplicity": 2, "s2": 0.768, "lumo_energy_ev": [-0.1789, -0.1915], "orbital_gap_ha": [0.17793, 0.17552], "charge": 0, "symbols": ["C", "C", "C", "C", "C", "Yb", "P", "H", "H", "H", "H", "H", "H", "H", "H", "C", "C", "N", "C", "S", "N", "C", "C", "H", "H", "H", "H", "H", "H", "H", "H", "H", "H", "H", "H"], "coordinates": [[-1.62248, -0.00830, -0.54455], [-1.96835, -0.06674, -1.87407], [-1.33916, -0.96567, -2.77671], [-0.39146, -1.89335, -2.27959], [-0.12069, -1.88561, -0.93472], [0.57474, 0.26216, -0.90973], [-0.60701, 1.29177, 1.66636], [-2.27694, 0.57803, 0.12765], [-2.75201, 0.56100, -2.32281], [-1.69820, -1.02193, -3.80241], [0.34405, -2.76853, -0.44782], [0.00660, -2.61026, -3.04464], [-0.65830, 0.65325, 2.92446], [-1.96901, 1.69699, 1.81405], [-0.18415, 2.53994, 2.19224], [3.31267, 3.12201, 3.76895], [3.59272, 1.65204, 3.97991], [2.94930, 0.69637, 3.05122], [3.40833, 0.20322, 1.88550], [2.36296, -0.76978, 0.89607], [4.68697, 0.36333, 1.48742], [5.87990, 0.45101, 2.36218], [6.02397, -0.64206, 3.37271], [3.71107, 3.47975, 2.81846], [3.80134, 3.68548, 4.56827], [2.24172, 3.33146, 3.82208], [4.66978, 1.49222, 3.93692], [3.29695, 1.33808, 4.98434], [1.98590, 0.41242, 3.25671], [4.85805, -0.07117, 0.56680], [6.71014, 0.42915, 1.66941], [5.89009, 1.44395, 2.81664], [6.10150, -1.62527, 2.91077], [6.95354, -0.47098, 3.91508], [5.21768, -0.68810, 4.10515]], "mulliken_spin": [0.27, 0.00, 0.02, 0.01, 0.37, 0.15, 0.02, 0.04, 0.02, 0.00, 0.05, 0.03, 0.00, 0.00, 0.01, 0.00, 0.00, 0.00, 0.00, 0.01, 0.00, 0.00, 0.00, 0.00, 0.00, 0.00, 0.00, 0.00, 0.00, 0.00, 0.00, 0.00, 0.00, 0.00, 0.00]}

# 2
{"formula": "C34H56BrN9PS3Tc", "method": "wB97M-V/def2-TZVPD", "homo_ev": [-10.27, -10.47], "de_lowest_kj_mol": 1.2, "spin_multiplicity": 4, "s2": 3.778, "lumo_energy_ev": [-2.7331, -3.9035], "orbital_gap_ha": [0.27687, 0.24129], "charge": 1, "symbols": ["Tc", "S", "C", "S", "C", "C", "N", "C", "N", "C", "C", "C", "C", "N", "C", "S", "N", "C", "C", "C", "C", "H", "H", "H", "H", "H", "H", "H", "H", "H", "H", "H", "H", "H", "H", "H", "H", "H", "H", "H", "H", "N", "C", "C", "N", "C", "C", "N", "H", "H", "H", "H", "H", "Br", "C", "C", "C", "N", "C", "C", "H", "H", "H", "H", "C", "C", "C", "C", "P", "N", "C", "C", "C", "C", "C", "C", "C", "C", "H", "H", "H", "H", "H", "H", "H", "H", "H", "H", "H", "H", "H", "H", "H", "H", "H", "H", "H", "H", "H", "H", "H", "H", "H", "H", "H"], "coordinates": [[0.09448, 0.00238, 0.08806], [-0.50524, -2.23399, -0.50629], [-2.13771, -1.69872, -0.25465], [-2.20336, -0.24545, 0.69619], [-3.23393, -2.30136, -0.80829], [-4.54352, -1.78839, -0.57137], [-5.58618, -1.33688, -0.38897], [-3.05358, -3.26834, -1.83899], [-2.84639, -3.94885, -2.74570], [-5.46995, 1.01378, -5.26777], [-4.10581, 1.68124, -5.13021], [-3.70017, 1.96197, -3.68454], [-3.63703, 0.71948, -2.80400], [-2.75877, -0.31659, -3.35103], [-1.44471, -0.41711, -3.17376], [-0.58158, 0.81908, -2.31293], [-0.83384, -1.46631, -3.70750], [0.60783, -1.67998, -3.77562], [1.30616, -0.87650, -4.86759], [0.97684, -1.27400, -6.30577], [-0.43813, -0.93318, -6.76880], [-5.75342, 0.91600, -6.31519], [-6.24443, 1.59716, -4.76591], [-5.48792, 0.01078, -4.83498], [-4.10824, 2.62692, -5.67567], [-3.33946, 1.06425, -5.61030], [-4.42183, 2.64702, -3.22854], [-2.72720, 2.45917, -3.66345], [-4.62011, 0.26357, -2.69517], [-3.28840, 0.96233, -1.80165], [-3.19763, -1.02493, -3.92341], [-1.42150, -2.22684, -4.02483], [0.74717, -2.74981, -3.93777], [1.03294, -1.44281, -2.80129], [2.38147, -1.00213, -4.70573], [1.09052, 0.18561, -4.71463], [1.16381, -2.34401, -6.43871], [1.68642, -0.76263, -6.95994], [-1.19276, -1.57369, -6.31145], [-0.52833, -1.05624, -7.84785], [-0.68887, 0.10370, -6.53033], [-1.80418, 5.16321, 0.09803], [-0.72555, 4.36860, 0.26452], [-0.81910, 2.97036, 0.09676], [0.24141, 2.20325, 0.26984], [1.41370, 2.77536, 0.58752], [1.48552, 4.14503, 0.72981], [0.43334, 4.94160, 0.57952], [-2.71723, 4.78430, -0.07038], [-1.70684, 6.14795, 0.27305], [-1.74898, 2.48760, -0.17751], [2.26192, 2.12396, 0.73358], [2.42594, 4.62059, 0.98114], [6.15614, -1.33445, -2.82409], [4.53180, -0.91020, -1.99364], [3.88374, 0.27746, -2.29629], [2.67508, 0.53821, -1.68280], [2.11935, -0.29437, -0.79398], [2.76507, -1.42858, -0.49701], [3.96510, -1.78350, -1.07801], [4.29748, 0.97971, -3.00507], [2.11958, 1.43422, -1.92344], [2.28835, -2.06914, 0.23246], [4.44226, -2.71736, -0.81935], [3.66531, -0.46795, 2.61976], [2.77194, 0.03860, 3.76388], [2.96544, 1.56287, 3.77610], [3.29366, -0.51894, 5.09411], [0.97965, -0.40905, 3.37554], [0.79967, -0.16944, 1.80932], [-0.17350, 0.69782, 4.37098], [-0.28423, 2.05854, 3.66555], [-1.60067, 0.12804, 4.39078], [0.26538, 0.90324, 5.82762], [0.65274, -2.20581, 3.82467], [0.55974, -2.47990, 5.33117], [1.75741, -3.09276, 3.23121], [-0.65601, -2.66219, 3.16046], [4.69805, -0.20019, 2.85578], [3.39370, 0.01407, 1.68113], [3.62844, -1.54388, 2.47700], [4.03846, 1.75984, 3.83514], [2.50128, 2.05573, 4.62551], [2.59503, 2.02101, 2.86121], [4.30139, -0.12712, 5.25159], [3.36878, -1.60386, 5.09394], [2.69065, -0.21453, 5.94724], [-0.73468, 1.93759, 2.68130], [0.66116, 2.58036, 3.55277], [-0.94489, 2.69148, 4.26262], [-1.96096, -0.11791, 3.39336], [-2.25620, 0.89951, 4.80150], [-1.69757, -0.74603, 5.03009], [1.19354, 1.45988, 5.92568], [0.36790, -0.03409, 6.37096], [-0.51215, 1.48408, 6.32945], [1.44867, -2.18428, 5.88381], [0.43616, -3.55739, 5.46408], [-0.30557, -2.00371, 5.78622], [2.72589, -2.95389, 3.70503], [1.85529, -2.93684, 2.15622], [1.46730, -4.13418, 3.38299], [-1.54253, -2.22030, 3.60267], [-0.73110, -3.74459, 3.28942], [-0.65411, -2.45330, 2.09384]], "mulliken_spin": [2.36, -0.03, 0.00, -0.03, 0.06, 0.00, 0.01, 0.00, 0.01, 0.00, 0.00, 0.00, 0.00, 0.00, 0.01, 0.00, 0.00, 0.01, 0.00, 0.00, 0.00, 0.00, 0.00, 0.00, 0.00, 0.00, 0.00, 0.00, 0.00, 0.00, 0.00, 0.00, 0.00, -0.01, 0.00, 0.00, 0.00, 0.00, 0.00, 0.00, 0.00, 0.00, 0.00, 0.01, -0.06, 0.05, 0.00, 0.00, 0.00, 0.00, 0.00, -0.02, 0.00, 0.00, 0.01, -0.01, 0.03, -0.08, 0.03, -0.01, 0.00, 0.00, 0.00, 0.00, 0.05, 0.04, -0.01, 0.00, -0.08, 0.57, 0.05, 0.01, 0.01, 0.00, 0.05, 0.00, 0.00, 0.02, 0.00, -0.02, 0.00, 0.00, 0.00, 0.00, 0.00, 0.00, 0.00, 0.00, 0.00, 0.00, 0.00, 0.00, 0.00, 0.00, 0.00, 0.00, 0.00, 0.00, 0.00, 0.00, 0.00, 0.00, 0.00, 0.00, -0.02]}

# 3
{"formula": "C18H22N4O5Sm", "method": "wB97M-V/def2-TZVPD", "homo_ev": [-9.45, -9.45], "de_lowest_kj_mol": 59.4, "spin_multiplicity": 6, "s2": 8.758, "lumo_energy_ev": [-3.6570, -3.3629], "orbital_gap_ha": [0.21272, 0.22354], "charge": 1, "symbols": ["Sm", "N", "N", "C", "O", "O", "H", "H", "H", "C", "C", "N", "O", "H", "H", "H", "H", "H", "C", "C", "C", "C", "C", "C", "N", "C", "C", "C", "C", "C", "C", "C", "O", "O", "C", "C", "H", "H", "H", "H", "H", "H", "H", "H", "H", "H", "H", "H", "H", "H"], "coordinates": [[9.56888, 11.63060, 13.00284], [9.70536, 11.11848, 15.43606], [10.18338, 12.47815, 15.41785], [9.20035, 13.48031, 15.15450], [9.21819, 14.48944, 15.83560], [8.37632, 13.08981, 14.23135], [8.89061, 10.90263, 16.06464], [10.36092, 10.43279, 15.72350], [10.98691, 12.70120, 16.01740], [12.16532, 13.23106, 10.60842], [12.58947, 12.50416, 11.83181], [13.84974, 12.58794, 12.18547], [11.64509, 11.87483, 12.52060], [11.20216, 13.78669, 10.69601], [11.97322, 12.53344, 9.78766], [12.96336, 13.95150, 10.32472], [14.43817, 13.29855, 11.71391], [14.10364, 12.26065, 13.04743], [4.50804, 11.16712, 6.80024], [5.84082, 10.56788, 6.57599], [6.03851, 9.68434, 5.51762], [7.22380, 9.01768, 5.28703], [8.22616, 9.10315, 6.29415], [7.92520, 9.79368, 7.49851], [8.55348, 9.57523, 8.67234], [9.13068, 8.44817, 9.23654], [9.14721, 7.23362, 8.47105], [9.77183, 6.11038, 8.97653], [10.38300, 6.13406, 10.20630], [10.23251, 7.22582, 11.08094], [9.56661, 8.35573, 10.58266], [9.25741, 9.47533, 11.49821], [9.44960, 9.39122, 12.75053], [8.83680, 10.63824, 11.06496], [6.93650, 10.80867, 7.43164], [6.93717, 11.92169, 8.40658], [3.70188, 10.51227, 6.39456], [4.43149, 12.15588, 6.29074], [4.22962, 11.31472, 7.84075], [5.20784, 9.54250, 4.80343], [7.35655, 8.39555, 4.47389], [9.21401, 8.68292, 6.22960], [8.51998, 10.33225, 9.37662], [8.68251, 7.09249, 7.48178], [9.95739, 5.24797, 8.35950], [10.96114, 5.30376, 10.53177], [10.56604, 7.13602, 12.14624], [6.47569, 12.84907, 7.97658], [7.95950, 12.21103, 8.77718], [6.32313, 11.63337, 9.21288]], "mulliken_spin": [5.05, -0.01, 0.00, 0.00, 0.00, -0.01, 0.00, 0.00, 0.00, 0.00, 0.00, 0.00, 0.00, 0.00, 0.00, 0.00, 0.00, 0.00, 0.00, 0.00, 0.00, 0.00, 0.00, 0.00, 0.00, 0.00, 0.00, 0.00, 0.00, 0.00, 0.00, -0.01, -0.01, 0.00, 0.00, 0.00, 0.00, 0.00, 0.00, 0.00, 0.00, 0.00, 0.00, 0.00, 0.00, 0.00, 0.00, 0.00, 0.00, 0.00]}

# 4
{"formula": "C3H2N4O", "method": "wB97M-V/def2-TZVPD", "homo_ev": -9.58, "de_lowest_kj_mol": 133.5, "smiles": "O=c1ncncnn1", "spin_multiplicity": 1, "lumo_energy_ev": -1.2244, "orbital_gap_ha": 0.30694, "charge": 0, "symbols": ["O", "C", "N", "C", "N", "C", "N", "N", "H", "H"], "coordinates": [[-0.27582, 1.02190, -2.18108], [-0.31031, 0.12081, -1.41980], [-1.30780, -0.54050, -0.63073], [-1.17580, -0.20187, 0.57908], [-0.14355, 0.41021, 1.33351], [1.06946, 0.29618, 0.93976], [1.51176, -0.54854, -0.12638], [0.88117, -0.80587, -1.18861], [-2.14780, -0.39502, 1.11869], [1.89868, 0.64270, 1.57556]], "mulliken_charge": [-0.43, 0.61, -0.40, 0.19, -0.42, 0.03, -0.12, -0.16, 0.35, 0.36]}